Molecular formula: C3H4OS3
Method: DFT, ωB97M-V/def2-TZVPD

Each line ends with the natural charge from an NBO analysis.
CARTESIAN COORDINATES (ANGSTROEM)
C -1.62 -0.89 -0.08  -0.78
S -1.35 0.92 -0.32  0.53
C 0.17 1.08 0.11  -0.47
S 1.06 2.54 0.27  -0.03
C 1.03 0.02 0.59  0.42
O 0.81 -0.41 1.72  -0.53
S 2.57 -0.39 -0.49  -0.08
H -1.35 -1.40 0.93  0.28
H -2.77 -0.78 -0.26  0.24
H -1.02 -1.29 -0.95  0.24
H 2.48 0.62 -1.52  0.18

Output
SMILES: CSC(=S)C(=O)S
ΔE to the lowest compared entry with this formula, charge and spin, kcal per mole: 43.2
Spin multiplicity: 1
Electronic energy, eV: -37726.8499
Lowest unoccupied orbital energy, eV: -0.95
Gap between HOMO and LUMO, Ha: 0.291


Molecular formula: C3H4O2
Method: DFT, ωB97M-V/def2-TZVPD

Each line ends with the natural charge from an NBO analysis.
CARTESIAN COORDINATES (ANGSTROEM)
C -0.86 0.64 0.23  -0.44
C -0.10 -0.24 -0.32  -0.18
C 1.57 -0.77 0.73  0.35
O 2.40 0.08 1.43  -0.25
O 1.30 -0.62 2.04  -0.26
H -1.82 0.68 -0.26  0.21
H -0.77 1.02 1.23  0.22
H -0.20 -0.85 -1.17  0.19
H 1.89 -1.63 0.23  0.16

Output
ΔE to the lowest compared entry with this formula, charge and spin, kcal per mole: 154.4
Spin multiplicity: 1
Electronic energy, eV: -7263.9922
Lowest unoccupied orbital energy, eV: 1.10
Gap between HOMO and LUMO, Ha: 0.402


Molecular formula: C3H5F6NO4PtS2
Method: DFT, ωB97M-V/def2-TZVPD

Each line ends with the Löwdin spin population.
CARTESIAN COORDINATES (ANGSTROEM)
Pt 0.99 0.01 -0.34  1.99
C 4.70 0.53 -1.75  0.03
H 4.57 -0.30 -2.51  0.00
H 4.63 1.56 -2.15  0.00
H 5.73 0.40 -1.38  0.00
H 3.96 0.38 -0.96  0.02
H 1.26 0.75 1.11  0.25
F 0.39 -2.55 3.07  0.00
C -0.60 -1.59 3.03  0.00
F -1.64 -1.97 3.85  0.00
F -0.08 -0.38 3.48  0.01
S -1.20 -1.40 1.33  0.01
O -0.09 -1.51 0.27  0.32
O -2.10 -2.59 0.95  0.20
N -2.20 0.01 0.96  0.74
S -2.00 0.54 -0.72  0.02
O -0.57 1.11 -0.77  0.29
O -1.89 -0.73 -1.57  0.11
C -3.23 1.71 -1.36  0.01
F -4.47 1.11 -1.36  0.01
F -3.26 2.83 -0.55  0.00
F -2.89 2.08 -2.64  0.00

Output
<S²>: 6.0212
Spin multiplicity: 5
Electronic energy, eV: -54060.0312
Lowest unoccupied orbital energy (spin up / spin down), eV: -11.41 / -13.80
Charge: +2
Gap between HOMO and LUMO (spin up / spin down), Ha: 0.260 / 0.171


Molecular formula: C9H10Cl2O9P2PtS4Sb
Method: DFT, ωB97M-V/def2-TZVPD

Each line ends with the Löwdin spin population.
CARTESIAN COORDINATES (ANGSTROEM)
Pt -0.42 0.77 0.22  1.29
C 0.54 -0.25 -2.39  0.03
C -0.76 0.43 -2.72  0.01
O -1.07 0.17 -4.07  0.00
P -2.24 -0.08 -1.70  0.02
O -2.20 -1.64 -1.43  0.00
O -3.47 0.04 -2.67  0.01
O -2.49 0.71 -0.46  0.07
P -0.88 2.27 -2.46  0.01
O 0.11 2.87 -3.57  0.02
O -2.28 2.56 -2.83  0.00
O -0.33 2.65 -1.10  0.09
H 0.39 -1.33 -2.28  0.00
H 0.98 0.15 -1.47  0.01
H 1.23 -0.07 -3.21  0.00
H -1.61 0.91 -4.40  0.00
H -1.70 -1.79 -0.60  0.00
H -3.59 0.99 -2.83  0.00
H 0.94 3.19 -3.19  0.02
Cl 1.68 -3.80 5.53  0.00
C 1.05 -3.01 4.13  0.00
C -0.11 -3.52 3.54  0.01
C -0.59 -2.92 2.41  0.00
Cl -2.03 -3.53 1.67  0.00
C 0.06 -1.83 1.76  0.02
O -0.38 -1.40 0.64  0.07
C 1.22 -1.30 2.43  0.01
C 1.87 -0.13 1.97  0.05
O 1.65 0.51 0.91  0.06
C 1.68 -1.91 3.61  0.01
H -0.62 -4.37 3.97  0.00
H 2.63 0.29 2.64  0.01
H 2.56 -1.51 4.09  0.00
S 2.56 3.50 2.94  0.45
Sb 0.93 3.65 1.32  0.07
S -0.68 2.09 2.26  0.30
S 2.63 2.67 -0.60  0.74
S 2.72 3.97 -2.03  0.64

Output
ΔE to the lowest compared entry with this formula, charge and spin, kcal per mole: 32.9
<S²>: 6.0745
Spin multiplicity: 5
Electronic energy, eV: -124677.6639
Lowest unoccupied orbital energy (spin up / spin down), eV: 1.67 / -0.33
Charge: -1
Gap between HOMO and LUMO (spin up / spin down), Ha: 0.255 / 0.184